Here is a molecular structure, C31H30Cl2F6N5ORbSb from OMol25. Energies are from wB97M-V/def2-TZVPD.

Computed properties:
LUMO level (spin up / spin down): 3.65 / 2.17 eV
⟨S²⟩: 0.823
Kohn-Sham gap (spin up / spin down): 4.507 / 3.032 eV
spin multiplicity: 2
charge: -2
HOMO energy (spin up / spin down): -0.032 / -0.032 hartree

Last column: Mulliken spin population.
Positions of all 77 atoms, in Å:
Rb 0.09946 1.53727 -0.60457  -0.004
C -2.95034 -0.19043 -2.37527  0.005
C -4.01284 0.12377 -1.32207  0.015
C -3.42244 0.72137 -0.03517  0.010
N -2.38774 -0.08163 0.55863  0.194
C -2.64624 -0.96053 1.45883  -0.057
C -3.94654 -1.41033 1.86993  0.328
C -4.34404 -1.93253 3.07533  -0.178
C -3.62464 -2.00183 4.26493  0.391
C -2.26324 -1.74043 4.43813  -0.157
C -1.29744 -1.60163 3.48173  0.291
C -1.44254 -1.61723 2.04853  -0.038
N -0.60364 -2.08953 1.20443  0.136
C 0.61946 -2.73093 1.58723  -0.015
C 1.80266 -1.97963 0.96403  0.030
C 1.76966 -2.12833 -0.55647  -0.003
N 2.52666 -1.09003 -1.19407  0.000
C 2.19696 -0.63143 -2.34757  0.001
C 2.94016 0.46877 -2.88337  0.001
C 3.23426 0.73397 -4.19347  -0.001
C 3.00476 -0.06733 -5.31607  0.000
C 2.22736 -1.22023 -5.39077  -0.001
C 1.34976 -1.71103 -4.46027  0.002
C 1.06706 -1.17773 -3.15917  -0.001
N -0.07824 -1.22593 -2.58217  0.000
C -1.22634 -1.82983 -3.19147  0.002
C -2.43354 -1.62123 -2.27477  -0.004
H -2.10074 0.48197 -2.24787  -0.001
H -3.35444 -0.02613 -3.37867  0.000
H -4.56624 -0.79123 -1.08827  0.003
H -4.71924 0.85387 -1.72537  -0.002
H -4.24434 0.91877 0.67433  -0.015
H -2.96454 1.67987 -0.30177  0.005
H -4.71424 -1.32833 1.11073  0.031
H -5.38334 -2.25093 3.13603  -0.009
H -4.18004 -2.26883 5.15873  0.028
H -1.91574 -1.72923 5.46923  -0.008
H -0.27954 -1.48683 3.83783  0.026
H 0.59206 -3.75053 1.17593  0.006
H 0.76246 -2.81633 2.67583  -0.001
H 2.74366 -2.35213 1.37883  0.000
H 1.71406 -0.92083 1.21163  -0.009
H 0.72026 -2.10483 -0.86187  0.002
H 2.19496 -3.10373 -0.83677  -0.001
H 3.34706 1.13067 -2.12587  0.000
H 3.80306 1.63927 -4.37727  0.000
H 3.48916 0.24717 -6.23457  0.000
H 2.25586 -1.74383 -6.34317  0.000
H 0.72946 -2.54963 -4.75777  0.000
H -1.05834 -2.91163 -3.34087  0.000
H -1.42404 -1.38583 -4.18017  0.000
H -2.12034 -1.82123 -1.24837  0.001
H -3.22784 -2.32593 -2.54907  -0.001
Cl -1.12264 3.75777 3.86703  0.000
C 0.44056 3.01187 3.94323  0.001
C 1.06076 2.93397 5.16993  0.001
C 2.31676 2.37357 5.26673  -0.001
Cl 3.07376 2.31147 6.83933  0.000
C 2.98036 1.85527 4.14763  -0.001
C 4.27556 1.29367 4.16563  0.002
C 4.81186 0.79937 3.00643  0.000
C 4.05676 0.86977 1.82543  0.000
N 2.87076 1.42427 1.77013  0.000
C 2.31786 1.91757 2.88103  -0.001
C 1.00386 2.54397 2.72193  -0.001
O 0.46486 2.66887 1.60863  0.002
H 0.56216 3.33067 6.04213  0.000
H 4.83856 1.26537 5.09113  0.000
H 5.80146 0.36187 2.99493  0.000
H 4.42716 0.45327 0.89653  0.000
F 0.24156 2.13637 -3.02817  0.000
Sb -0.90784 3.55417 -3.63867  0.000
F 0.34656 4.84617 -2.99997  0.000
F -0.04394 3.50587 -5.34797  0.000
F -1.97644 5.03957 -4.21847  0.000
F -2.21814 2.34497 -4.32677  0.000
F -1.87954 3.57127 -1.97407  0.000